1.
60
Properties=species:S:1:pos:R:3 method="wB97M-V/def2-TZVPD" homo_lumo_gap_ev=7.25 molar_mass_g_mol=475.50 homo_energy_ev=-7.81 de_lowest_kcal_mol=18.3 charge=0 smiles="[H]/N=c1/c(C(=O)NCc2ccc3c(c2)OCO3)cc2c(=O)n3ccccc3nc2n1CCCOCC" fmax_ev_per_a=1.3
H -0.164 -1.904 0.953
N -0.408 -0.937 1.117
C 0.512 -0.069 0.954
C 0.247 1.345 1.158
C -1.067 1.887 1.641
O -1.231 3.090 1.776
N -2.005 0.972 1.932
C -3.332 1.344 2.367
C -4.327 1.252 1.238
C -5.281 0.248 1.203
C -6.196 0.137 0.158
C -6.107 1.065 -0.849
C -5.141 2.074 -0.827
C -4.242 2.189 0.202
O -5.277 2.854 -1.946
C -6.367 2.319 -2.663
O -6.872 1.191 -1.981
C 1.214 2.265 0.904
C 2.498 1.887 0.447
C 3.499 2.866 0.161
O 3.406 4.071 0.252
N 4.750 2.299 -0.284
C 5.762 3.158 -0.577
C 6.972 2.719 -1.002
C 7.185 1.329 -1.144
C 6.178 0.464 -0.853
C 4.914 0.936 -0.407
N 3.969 0.073 -0.135
C 2.775 0.524 0.288
N 1.825 -0.402 0.569
C 2.183 -1.801 0.412
C 1.813 -2.339 -0.974
C 1.786 -3.871 -0.951
O 0.836 -4.387 -0.049
C -0.488 -4.451 -0.546
C -1.382 -5.008 0.550
H -1.778 0.003 1.707
H -3.630 0.691 3.193
H -3.268 2.377 2.722
H -5.326 -0.467 2.011
H -6.942 -0.640 0.136
H -3.499 2.969 0.223
H -6.036 2.022 -3.671
H -7.160 3.080 -2.753
H 0.998 3.314 1.050
H 5.509 4.201 -0.439
H 7.756 3.422 -1.226
H 8.143 0.967 -1.482
H 6.286 -0.604 -0.944
H 1.678 -2.392 1.182
H 3.260 -1.882 0.563
H 2.538 -1.995 -1.711
H 0.831 -1.959 -1.266
H 2.753 -4.246 -0.602
H 1.603 -4.258 -1.963
H -0.844 -3.456 -0.848
H -0.515 -5.104 -1.433
H -1.021 -5.985 0.860
H -2.400 -5.100 0.185
H -1.372 -4.346 1.412

2.
6
Properties=species:S:1:pos:R:3 method="wB97M-V/def2-TZVPD" homo_lumo_gap_ev=6.66 molar_mass_g_mol=246.28 homo_energy_ev=-3.68 de_lowest_kcal_mol=0.0 charge=-1 fmax_ev_per_a=0.5
I -3.185 0.271 1.081
C 0.529 -0.096 -0.198
Cl 0.651 1.417 -1.110
Cl 1.403 0.069 1.318
Cl 1.121 -1.454 -1.164
H -0.519 -0.208 0.072

3.
15
Properties=species:S:1:pos:R:3 method="wB97M-V/def2-TZVPD" homo_lumo_gap_ev=9.63 molar_mass_g_mol=106.09 homo_energy_ev=-13.59 de_lowest_kcal_mol=69.9 charge=+1 fmax_ev_per_a=3.6
C 0.653 -1.023 -0.174
C 1.762 1.158 -0.073
N -0.032 -1.989 0.036
N -0.898 0.818 0.307
N 1.694 -0.307 -0.138
P -2.244 0.095 -0.008
H 0.870 1.713 0.027
H 2.266 1.449 -0.989
H 2.571 1.312 0.547
H -2.476 -1.182 0.489
H -0.040 -2.812 -0.536
H -0.886 1.311 1.172
H 2.413 -0.951 0.134
H -3.310 0.757 0.533
H -2.343 -0.351 -1.327

4.
12
Properties=species:S:1:pos:R:3 method="wB97M-V/def2-TZVPD" homo_lumo_gap_ev="7.87 / 7.51" molar_mass_g_mol=172.04 homo_energy_ev="-4.50 / -4.37" de_lowest_kcal_mol=73.9 charge=-1 fmax_ev_per_a=4.6
C 2.607 0.817 -1.549
C -0.418 -0.068 0.901
C -0.685 -1.317 0.319
N -0.551 1.236 0.513
O 3.126 0.929 -0.512
O 2.217 0.638 -2.589
O -1.520 1.938 0.775
O 0.531 1.666 0.021
F -1.216 -2.244 1.208
F 0.412 -1.970 -0.337
F -1.572 -1.308 -0.744
H -2.930 -0.316 1.994

5.
27
Properties=species:S:1:pos:R:3 method="wB97M-V/def2-TZVPD" homo_lumo_gap_ev="8.98 / 4.29" spin_multiplicity=3 molar_mass_g_mol=144.31 homo_energy_ev="-12.05 / -12.95" s_squared=2.007 de_lowest_kcal_mol=2.0 charge=+1 fmax_ev_per_a=8.8
C 2.755 -0.943 -2.988
C 1.487 -0.636 -2.786
C -0.168 -0.504 3.151
C -0.638 2.470 2.316
C -2.134 0.064 0.872
C 0.824 0.347 0.258
C 0.391 -1.559 -2.720
N -0.812 -1.139 -2.470
Si -0.524 0.625 1.637
H 3.546 -0.182 -3.202
H 3.193 -1.958 -2.909
H 1.152 0.352 -2.819
H -0.961 -0.734 3.860
H 0.401 -1.393 2.792
H 0.605 0.076 3.726
H -1.510 2.453 2.982
H 0.047 3.056 2.879
H -1.055 3.078 1.445
H -1.818 -0.917 0.454
H -3.087 0.073 1.400
H -2.567 0.754 -0.056
H 0.389 -0.319 -0.508
H 0.831 1.426 -0.150
H 0.533 -2.654 -2.905
H 1.790 0.055 0.461
H -1.697 -1.673 -2.657
H -0.972 -0.215 -2.065